{"formula": "C2H10N2", "method": "ωB97M-V with the def2-TZVPD basis set", "total_charge": 0, "e_lumo_ev": 0.8, "homo_ha": -0.319, "de_lowest_kj_mol": 242.6, "smiles": "CNC.N", "gap_ha": 0.350, "symbols": ["N", "H", "H", "H", "C", "N", "C", "H", "H", "H", "H", "H", "H", "H"], "positions_angstrom": [[-3.54, -1.37, 0.61], [-2.52, -1.11, 1.05], [-3.49, -0.82, -0.29], [-4.23, -0.97, 1.30], [1.98, 1.22, 0.47], [1.11, 0.01, 0.38], [1.03, -0.44, -1.21], [2.93, 0.89, 0.67], [1.75, 1.77, -0.46], [1.64, 1.86, 1.28], [0.22, 0.37, 0.93], [0.46, 0.26, -1.56], [0.64, -1.35, -1.47], [2.01, -0.31, -1.70]]}

{"formula": "C5H12O3", "method": "ωB97M-V with the def2-TZVPD basis set", "total_charge": -1, "e_lumo_ev": [3.2, 3.1], "homo_ha": [0.016, -0.110], "de_lowest_kj_mol": 231.2, "multiplicity": 2, "gap_ha": [0.101, 0.225], "symbols": ["C", "C", "C", "O", "C", "C", "H", "H", "H", "H", "H", "H", "H", "H", "H", "H", "O", "H", "H", "O"], "positions_angstrom": [[-1.14, -2.78, -0.63], [0.13, 1.95, -2.07], [-0.62, 1.02, -1.36], [-1.21, 1.43, -0.17], [-0.79, -0.37, -1.58], [-1.11, -1.28, -0.59], [-1.15, -3.22, -1.60], [-0.20, -3.11, -0.08], [-2.04, -2.97, 0.03], [0.21, 2.92, -1.72], [0.69, 1.71, -2.93], [-0.73, 2.11, 0.31], [-0.60, -0.60, -2.60], [-1.25, -0.78, 0.42], [-0.11, 0.88, 5.91], [0.46, 0.77, 4.60], [0.04, 0.21, 5.37], [3.75, 1.01, -0.01], [2.61, 0.69, -1.04], [3.06, 0.42, -0.25]]}

{"formula": "C21H26ClN3O2S", "method": "ωB97M-V with the def2-TZVPD basis set", "total_charge": 0, "e_lumo_ev": 0.4, "homo_ha": -0.310, "de_lowest_kj_mol": 2.2, "smiles": "CCN(CC)CCNC(=O)c1ccc(Sc2ccc(Cl)cc2)c(NC(C)=O)c1", "gap_ha": 0.324, "symbols": ["C", "H", "H", "H", "C", "N", "C", "H", "C", "N", "C", "O", "C", "C", "C", "C", "C", "C", "H", "H", "S", "C", "C", "C", "C", "C", "C", "H", "H", "Cl", "H", "H", "N", "C", "O", "C", "H", "H", "H", "H", "H", "H", "H", "H", "H", "C", "C", "H", "H", "H", "H", "H", "H", "H"], "positions_angstrom": [[2.16, 0.04, -2.38], [1.81, 0.83, -1.72], [1.62, -0.88, -2.14], [1.93, 0.32, -3.40], [3.66, -0.15, -2.21], [3.98, -0.61, -0.87], [3.91, -2.06, -0.73], [4.87, -2.55, -0.94], [3.45, -2.43, 0.69], [2.25, -1.68, 1.00], [1.06, -2.27, 1.20], [0.91, -3.47, 1.31], [-0.11, -1.33, 1.34], [-0.10, -0.03, 0.85], [-1.22, 0.78, 0.99], [-2.36, 0.26, 1.61], [-2.37, -1.04, 2.10], [-1.25, -1.83, 1.96], [-1.24, -2.85, 2.33], [-3.26, -1.41, 2.59], [-3.83, 1.27, 1.80], [-5.00, 0.40, 0.79], [-6.35, 0.65, 1.02], [-7.30, 0.02, 0.25], [-6.91, -0.86, -0.74], [-5.57, -1.12, -0.97], [-4.61, -0.48, -0.21], [-3.56, -0.68, -0.39], [-5.27, -1.80, -1.75], [-8.11, -1.66, -1.71], [-8.35, 0.21, 0.42], [-6.64, 1.34, 1.80], [-1.27, 2.09, 0.51], [-0.28, 2.83, -0.06], [0.85, 2.44, -0.26], [-0.75, 4.22, -0.42], [0.07, 4.77, -0.88], [-1.08, 4.75, 0.47], [-1.58, 4.17, -1.13], [-2.17, 2.53, 0.64], [0.75, 0.38, 0.34], [2.32, -0.70, 0.78], [4.22, -2.19, 1.42], [3.21, -3.49, 0.75], [3.17, -2.43, -1.44], [5.20, -0.02, -0.32], [4.90, 1.34, 0.30], [4.45, 2.01, -0.43], [5.81, 1.79, 0.68], [4.20, 1.23, 1.12], [5.98, 0.08, -1.09], [5.58, -0.69, 0.46], [4.05, -0.84, -2.97], [4.15, 0.82, -2.36]]}

{"formula": "C2H12NO4", "method": "ωB97M-V with the def2-TZVPD basis set", "total_charge": 1, "e_lumo_ev": -3.2, "homo_ha": -0.522, "de_lowest_kj_mol": 30.4, "gap_ha": 0.406, "symbols": ["O", "C", "C", "N", "H", "H", "H", "H", "H", "H", "H", "H", "O", "H", "H", "O", "H", "H", "O"], "positions_angstrom": [[2.48, 1.71, 0.16], [2.74, 0.61, 0.55], [1.69, -0.42, 0.84], [0.37, -0.14, 0.18], [3.75, 0.29, 0.89], [2.04, -1.43, 0.62], [1.45, -0.47, 1.90], [-0.10, -1.06, 0.09], [-0.24, 0.37, 0.82], [0.37, 0.42, -0.66], [-1.48, 2.91, 1.02], [-1.76, 2.18, -0.28], [-1.10, 2.24, 0.45], [-2.95, 0.19, -1.80], [-2.00, 1.07, -2.31], [-1.99, 0.30, -1.73], [-1.40, -3.37, 0.35], [-1.13, -2.64, -0.97], [-0.76, -2.77, -0.09]]}

{"formula": "C16H13FeNOS3Te4", "method": "ωB97M-V with the def2-TZVPD basis set", "total_charge": -1, "e_lumo_ev": [1.5, 1.3], "homo_ha": [-0.110, -0.146], "de_lowest_kj_mol": 0.0, "multiplicity": 6, "gap_ha": [0.165, 0.195], "symbols": ["Fe", "S", "C", "S", "S", "Te", "Te", "Te", "Te", "C", "C", "O", "C", "C", "C", "C", "C", "C", "H", "H", "H", "H", "H", "H", "H", "H", "N", "C", "C", "C", "C", "C", "C", "C", "H", "H", "H", "H", "H"], "positions_angstrom": [[0.17, 0.71, 0.70], [1.63, 2.50, 1.29], [1.42, 1.28, 2.35], [1.52, -0.85, 1.17], [-1.12, 0.38, 2.32], [-0.89, -1.24, 0.13], [-1.53, -3.27, 1.75], [-3.74, -5.43, -2.56], [-2.40, -3.62, -1.04], [-0.17, 0.33, -3.25], [1.15, 0.72, -2.63], [1.25, 1.06, -1.47], [2.38, 0.62, -3.47], [2.38, 0.88, -4.83], [3.55, 0.76, -5.56], [4.72, 0.34, -4.93], [4.72, 0.07, -3.57], [3.55, 0.22, -2.84], [-0.95, 0.24, -2.50], [-0.08, -0.62, -3.78], [-0.47, 1.09, -3.98], [1.47, 1.19, -5.33], [3.55, 0.98, -6.62], [5.63, 0.23, -5.51], [5.63, -0.26, -3.08], [3.54, 0.00, -1.78], [-1.07, 2.40, -0.21], [-1.37, 2.86, -1.22], [-1.76, 3.42, -2.48], [-1.06, 4.51, -2.99], [-1.46, 5.08, -4.19], [-2.56, 4.56, -4.87], [-3.25, 3.47, -4.36], [-2.85, 2.89, -3.17], [-0.22, 4.92, -2.44], [-0.93, 5.93, -4.58], [-2.87, 5.02, -5.80], [-4.10, 3.07, -4.89], [-3.38, 2.04, -2.77]]}

{"formula": "C28H36BBr2IN2O3S", "method": "ωB97M-V with the def2-TZVPD basis set", "total_charge": 0, "e_lumo_ev": 0.1, "homo_ha": -0.291, "smiles": "CCOC(=O)CCCc1cc(B(O)CC)c(CCCCCN)c2c1Sc1c(ccc(/C(Br)=C(/C)Br)c1I)N2", "gap_ha": 0.294, "symbols": ["C", "C", "O", "C", "O", "C", "C", "C", "C", "C", "C", "B", "O", "C", "C", "C", "C", "C", "C", "C", "C", "N", "C", "C", "S", "C", "C", "C", "C", "C", "C", "Br", "C", "C", "Br", "C", "I", "N", "H", "H", "H", "H", "H", "H", "H", "H", "H", "H", "H", "H", "H", "H", "H", "H", "H", "H", "H", "H", "H", "H", "H", "H", "H", "H", "H", "H", "H", "H", "H", "H", "H", "H", "H", "H"], "positions_angstrom": [[8.20, 0.33, 1.53], [7.19, -0.46, 0.60], [5.98, -0.62, 1.37], [5.22, -1.70, 0.93], [5.68, -2.82, 0.85], [3.72, -1.51, 0.56], [3.44, -0.28, -0.43], [3.01, -0.81, -1.86], [1.46, -0.78, -2.09], [0.69, -2.01, -2.26], [-0.78, -1.96, -2.45], [-1.56, -3.38, -2.58], [-1.79, -3.96, -3.85], [-2.14, -4.17, -1.29], [-3.73, -4.04, -1.24], [-1.47, -0.65, -2.52], [-3.02, -0.56, -2.72], [-3.77, -0.14, -1.37], [-3.13, -0.78, -0.06], [-4.21, -1.18, 1.03], [-3.41, -1.89, 2.21], [-4.29, -2.86, 2.91], [-0.71, 0.61, -2.36], [0.75, 0.49, -2.14], [1.61, 2.09, -1.90], [0.39, 2.97, -0.86], [-1.02, 2.74, -1.26], [-2.12, 3.35, -0.53], [-1.77, 4.20, 0.63], [-0.38, 4.43, 1.05], [-0.03, 5.28, 2.28], [0.91, 6.97, 1.95], [-0.36, 4.86, 3.53], [0.02, 5.70, 4.79], [-1.34, 3.20, 3.87], [0.74, 3.81, 0.27], [2.82, 4.11, 0.82], [-1.33, 1.91, -2.40], [8.25, -0.19, 2.52], [7.71, 1.33, 1.73], [9.20, 0.48, 1.05], [7.63, -1.41, 0.23], [6.93, 0.16, -0.32], [3.17, -1.31, 1.51], [3.36, -2.43, 0.02], [2.65, 0.38, 0.01], [4.38, 0.34, -0.49], [3.40, -1.85, -2.04], [3.56, -0.16, -2.61], [1.26, -2.98, -2.19], [-1.36, -4.82, -3.95], [-1.78, -3.69, -0.33], [-1.81, -5.25, -1.27], [-4.07, -2.97, -1.39], [-4.13, -4.33, -0.23], [-4.21, -4.74, -1.97], [-3.20, 0.26, -3.48], [-3.49, -1.48, -3.14], [-3.73, 0.98, -1.21], [-4.84, -0.45, -1.48], [-2.46, -0.03, 0.41], [-2.56, -1.72, -0.31], [-4.83, -0.32, 1.38], [-4.84, -2.01, 0.57], [-2.56, -2.44, 1.70], [-2.94, -1.16, 2.92], [-3.95, -3.00, 3.87], [-4.25, -3.74, 2.40], [-3.21, 3.23, -0.78], [-2.63, 4.65, 1.19], [0.93, 6.34, 4.61], [0.27, 5.05, 5.68], [-0.79, 6.41, 5.10], [-2.33, 1.86, -2.60]]}

- Number 5 is which compound?
  C16H13FeNOS3Te4